A structure of composition C6H8O5Zn. Source: the Open Molecules 2025 dataset; level of theory: ωB97M-V with the def2-TZVPD basis set.

Total charge ... +1
Total energy ... -2388.61806 hartree
Spin multiplicity ... 2
Strongest force on any atom ... 2.3 eV Å⁻¹
⟨S²⟩ ... 0.751
HOMO energy (spin up / spin down) ... -11.84 / -14.39 eV

```
20
Properties=species:S:1:pos:R:3:lowdin_charge:R:1
Zn 1.96 -1.88 2.73 0.88
O 2.12 -0.19 2.13 -0.09
O 0.48 1.27 1.72 0.07
C 0.02 2.05 0.60 -0.07
C 1.10 1.81 -0.46 -0.06
O 1.97 0.85 0.15 0.07
C 1.47 0.48 1.32 -0.62
H -0.96 1.66 0.30 0.13
H -0.07 3.09 0.92 0.14
H 1.69 2.71 -0.68 0.14
H 0.70 1.37 -1.38 0.14
O 0.37 -2.12 1.19 -0.17
C -0.32 -3.34 0.77 -0.07
C -1.20 -2.82 -0.35 -0.05
O -0.79 -1.42 -0.46 0.06
C 0.06 -1.08 0.44 -0.08
H 0.44 -4.06 0.45 0.14
H -0.85 -3.71 1.65 0.14
H -2.27 -2.83 -0.12 0.14
H -1.02 -3.28 -1.32 0.14
```